C3H7N3S2 | ωB97M-V with the def2-TZVPD basis set

Structure (ORCA input):
```
! wB97M-V def2-TZVPD RIJCOSX def2/J DEFGRID3
* xyz 0 1
S -0.08393 0.73831 -2.86015
S 0.23251 1.11474 -0.03400
N 1.33040 -0.54878 1.96938
N -0.95134 -0.38043 1.68687
N -1.04971 -0.97614 2.97145
C 0.08232 -1.42877 -1.06379
C 0.02850 0.02183 -1.38350
C 0.32112 0.02262 1.34189
H -0.07814 -2.04284 -1.95585
H -0.27336 -0.64905 3.60591
H 2.20193 -0.29698 1.51688
H -1.64111 0.39900 1.53372
H 1.11217 -1.68633 -0.67036
H -0.68035 -1.73823 -0.34079
H -0.91555 -1.99107 2.85557
*
```

Summary:
orbital gap	8.6	eV
highest occupied orbital energy	-8.955	eV
strongest force on any atom	3.4	eV Å⁻¹
structure (SMILES)	[H]/N=C(/NN)SC(C)=S
energy relative to the best compared isomer or geometry (same formula, charge and spin)	1.9520	eV
DFT total energy	-1079.09517	Eh

C36H48O3S3 | ωB97M-V with the def2-TZVPD basis set

Structure (ORCA input):
```
! wB97M-V def2-TZVPD RIJCOSX def2/J DEFGRID3
* xyz 0 1
S 4.45580 -2.24116 2.15311
S 2.79638 1.46817 -3.07781
S -1.59335 -2.11857 -5.90600
O 3.04347 0.35336 -2.09024
O 5.02872 -3.64505 2.18829
O -2.77926 -1.52283 -6.68968
C 2.25990 2.92183 -2.02907
C -4.81560 -2.58419 0.59402
C 1.75614 -2.66620 -3.05194
C 3.23405 3.16377 6.49244
C -4.21350 -4.89652 0.99578
C -0.38713 5.83112 2.42210
C -1.69590 0.36050 -0.49068
C -1.84840 1.71223 -0.67471
C 0.69596 -4.80879 -3.23051
C 3.11820 -2.31306 3.38147
C -4.88259 -3.74456 1.37358
C -1.00114 7.01820 -0.07164
C 1.76882 1.34176 5.01170
C -3.42567 -3.74474 -1.00304
C -3.46250 -4.86645 -0.17340
C 3.33609 -2.16420 0.67791
C -0.00618 -3.26941 -1.50342
C -1.95013 -1.62308 -4.16840
C -1.73563 6.13409 2.04787
C -2.03283 6.69949 0.83772
C 0.91011 -2.34546 -1.96954
C 1.64205 -3.91677 -3.63580
C -0.24140 2.15010 1.02491
C 2.51734 3.58696 5.38353
C 1.05461 1.17082 -3.64095
C 1.73706 2.66825 4.63648
C -0.05707 0.79692 1.21307
C -2.07485 -3.83525 -5.70504
C -1.10283 2.60822 0.04788
C 0.62201 6.11559 1.47440
C -0.75703 -0.11037 0.44377
C -0.11218 -4.47756 -2.12878
C 2.42777 0.88440 6.16799
C 0.36765 6.71267 0.25589
C 3.10246 1.85657 6.94322
C -4.12655 -2.62134 -0.58521
H 1.59383 5.74413 1.65535
H -2.82215 -3.72625 -1.90559
H -4.24147 -5.74553 1.69350
H 2.55772 4.62744 5.10699
H 2.75540 -1.24847 0.56585
H -1.31792 -4.43563 -5.15135
H 1.20497 0.59331 4.45816
H 0.72501 1.85719 -4.39459
H 2.49027 -3.19815 3.24803
H -3.09034 -3.91564 -5.30239
H 1.18768 6.94340 -0.44349
H -1.21801 7.54116 -1.00366
H 0.34404 1.21795 -2.81101
H 2.67193 -3.01170 0.75447
H 3.98085 -2.09806 -0.19886
H 1.56679 2.54173 -1.26084
H 1.01610 0.18919 -4.12514
H -0.49976 -3.03322 -0.57612
H 3.16135 3.37076 -1.62590
H -0.60564 -1.19797 0.52489
H -3.03892 7.03588 0.58838
H 2.41651 -1.88411 -3.37858
H -1.45172 -2.33348 -3.46532
H 0.29857 2.85494 1.64676
H -5.38924 -1.71497 0.86088
H 3.50720 1.53013 7.89292
H -1.55596 -0.64341 -3.90585
H -5.56196 -3.81357 2.21784
H -2.32945 -0.34626 -1.05206
H -2.53614 5.96656 2.77519
H 1.75550 3.68929 -2.62616
H 2.39130 -1.49815 3.28639
H -2.19159 -4.36593 -6.65584
H -0.14318 5.39997 3.37310
H 1.16187 3.02418 3.77179
H -4.04770 -1.69221 -1.15766
H -3.03933 -1.67027 -4.06168
H 0.60200 0.40090 1.98314
H -0.84058 -5.23231 -1.83266
H 2.27027 -4.13682 -4.47555
H -1.24024 3.67130 -0.05091
H 0.62860 -5.83363 -3.61625
H 3.77411 3.93138 7.04353
H 2.37485 -0.13315 6.55273
H -2.85638 -5.74715 -0.43153
H 1.01903 -1.40076 -1.41804
H -2.52428 2.10156 -1.42058
H 3.51336 -2.21501 4.40642
*
```

Summary:
orbital gap	9.2	eV
highest occupied orbital energy	-8.804	eV
strongest force on any atom	2.6	eV Å⁻¹
energy relative to the best compared isomer or geometry (same formula, charge and spin)	0.0000	eV
DFT total energy	-2820.69488	Eh

C36H52N4OP3SSeTi | ωB97M-V with the def2-TZVPD basis set

Structure (ORCA input):
```
! wB97M-V def2-TZVPD RIJCOSX def2/J DEFGRID3
* xyz 1 3
Se 0.08511 -2.75775 -0.20768
Ti -0.10458 -0.02635 0.00451
S -0.21486 0.05494 2.45304
P 0.31292 0.21806 -2.66249
P -2.74013 0.19428 0.06254
P 0.17654 2.47895 -0.40136
O 1.77287 -0.19599 0.14535
N -1.98586 -4.70555 -0.58648
N 2.58945 0.12760 2.26545
N 1.65295 0.25444 4.30171
N -1.81970 -4.14765 1.47626
C -1.72937 -4.80824 -2.02820
C 2.71728 -0.06805 0.98367
C -3.17995 -1.02335 -2.36683
C -3.62660 -1.22677 0.82198
C -4.93938 3.57472 2.31938
C 3.66208 -1.17032 4.83726
C 4.10690 -0.13754 0.42312
C 6.66402 -0.25308 -0.66252
C 0.82100 3.59064 0.90036
C -4.99095 1.71642 0.79543
C -1.30505 -3.57682 2.72686
C -3.56711 3.42126 2.45340
C 3.03028 0.21247 4.84558
C 1.73100 1.39548 -2.55449
C -2.90547 2.41760 1.75228
C 1.44997 2.67868 -1.74451
C 6.46288 0.31395 0.58978
C -3.41506 0.14782 -1.63935
C 4.31128 -0.71709 -0.82128
C -2.83125 -5.09374 1.39982
C -1.30668 -3.90850 0.26070
C -4.36354 -0.12334 -4.25905
C 5.58723 -0.77554 -1.36736
C -4.56474 1.05848 -3.56129
C -0.64648 0.94239 -4.02612
C 1.42826 0.15017 2.99163
C -3.66374 -1.16622 -3.65912
C -1.17050 3.50462 -1.10010
C -3.60619 1.56322 0.90824
C -5.65511 2.71591 1.48949
C 0.57618 0.29284 5.30051
C -2.93863 -5.44426 0.10667
C -4.09398 1.19422 -2.25594
C 0.29533 -1.06468 5.92072
C 5.18685 0.36836 1.13378
C 1.14749 -1.17552 -3.49480
H -2.60498 -1.82371 -1.91167
H -5.45548 4.35504 2.86536
H -3.59068 -6.14550 -0.38384
H 1.88206 -0.80811 -4.21414
H -4.74292 -0.23115 -5.26769
H 5.01680 0.81122 2.10707
H 3.64109 0.90074 4.27090
H -3.00689 4.07896 3.10669
H 1.63744 -1.81506 -2.76304
H 7.66022 -0.29334 -1.08582
H 4.70941 -1.09512 5.13678
H -6.72850 2.82103 1.39000
H -3.37446 -5.42265 2.26888
H 2.37359 3.03211 -1.28619
H 0.87551 1.01292 6.06134
H -3.49028 -2.08709 -4.20414
H -1.97605 3.62805 -0.37723
H 2.06980 1.64313 -3.56282
H -0.31999 0.67514 4.82478
H -1.10176 1.88722 -3.72846
H 2.95984 0.59530 5.86281
H -1.83921 2.28144 1.88614
H 1.14794 -1.43805 6.49016
H -4.26110 2.12345 -1.72504
H 3.62925 -1.60410 3.83738
H 1.27065 4.48550 0.46691
H -0.69302 -5.08519 -2.19692
H 0.01533 1.12142 -4.87515
H -2.12969 -3.49364 3.43129
H -3.33306 -1.28811 1.87153
H -0.88768 -2.59674 2.52028
H 0.41040 -1.78378 -4.02213
H -2.39156 -5.56933 -2.43227
H 3.16000 -1.84961 5.52766
H -1.45125 0.27203 -4.32695
H 0.05619 -1.79413 5.14291
H 5.73929 -1.22918 -2.33791
H 7.30028 0.71573 1.14593
H 2.52947 0.83018 -2.07647
H -5.09658 1.87960 -4.02640
H -3.34840 -2.15229 0.32086
H 1.56628 3.06584 1.49994
H -0.55519 -0.99396 6.60142
H -4.70683 -1.09796 0.76139
H -0.52974 -4.22150 3.13653
H -1.58780 3.02596 -1.98686
H 3.47277 -1.15233 -1.34865
H -1.91880 -3.85444 -2.51187
H -0.79291 4.49222 -1.37373
H -5.56223 1.04828 0.16011
H 1.09667 3.47495 -2.40037
H 0.00872 3.89812 1.56082
*
```

Summary:
orbital gap (alpha / beta)	6.7 / 8.3	eV
highest occupied orbital energy (alpha / beta)	-8.401 / -10.302	eV
strongest force on any atom	2.2	eV Å⁻¹
energy relative to the best compared isomer or geometry (same formula, charge and spin)	0.4997	eV
DFT total energy	-6370.36474	Eh

C9H11NO2S | ωB97M-V with the def2-TZVPD basis set

Structure (ORCA input):
```
! wB97M-V def2-TZVPD RIJCOSX def2/J DEFGRID3
* xyz 0 3
S 0.16607 -2.21736 -0.16049
O -0.29703 -3.59830 -0.34350
O -1.75777 0.10559 -2.07658
N -2.56434 -1.94268 -0.41904
C 0.94008 1.31185 -1.56019
C 1.82441 2.99056 0.01992
C -0.00999 0.88078 -0.64745
C 1.73144 2.43932 -1.25267
C -1.20321 0.06866 -0.97426
C -1.45696 -1.13510 0.00964
C 1.03956 2.39846 0.93700
C 0.12751 1.37287 0.67093
C 0.60702 -2.24509 1.54647
H -0.65157 1.14536 1.45342
H -2.46825 -2.83503 -0.11012
H -1.71208 -0.76937 1.02506
H 0.83897 1.05369 -2.65437
H 1.65529 -2.55452 1.87925
H 1.02704 2.66937 2.03027
H 0.61241 -1.12807 1.76142
H 2.26819 3.93850 0.25653
H -0.16265 -2.73753 2.15553
H -2.75878 -1.95964 -1.39264
H 2.20463 2.74767 -2.15412
*
```

Summary:
orbital gap (alpha / beta)	5.3 / 4.7	eV
highest occupied orbital energy (alpha / beta)	-4.926 / -8.729	eV
strongest force on any atom	5.6	eV Å⁻¹
energy relative to the best compared isomer or geometry (same formula, charge and spin)	0.7882	eV
DFT total energy	-952.73800	Eh